(1)
Here is a 2-piece molecular cluster, C10H6ClN overall in a non-equilibrium geometry from OMol25. Energies are from ωB97M-V with the def2-TZVPD basis set.

```
18
Properties=species:S:1:pos:R:3:forces:R:3
C -1.2833 -2.4638 0.2381 1.4 -2.7 2.1
C 2.2502 0.8052 -0.5136 -1.3 0.5 0.2
C 2.2863 1.5243 0.6689 -0.7 -1.8 -0.7
C 1.0967 0.0873 -0.8140 0.6 1.1 3.1
C 1.3162 1.4480 1.6163 -2.0 1.3 2.7
C 0.0989 0.0250 0.1668 -2.3 -1.6 -1.4
C 0.1020 0.7104 1.3607 1.7 0.4 -1.0
C -2.9806 -0.6591 -0.8432 1.7 -0.7 -0.8
C -2.1546 -1.0646 -1.8004 -1.6 0.4 3.8
C -1.7510 -1.3344 -0.4245 2.0 3.2 -0.6
N -0.7530 -3.3285 0.8301 -1.3 1.7 -1.4
Cl -1.3732 0.7406 2.2803 0.6 0.1 0.4
H 3.0948 0.9899 -1.1402 0.2 -0.5 -0.8
H 3.1721 2.0251 0.7706 1.9 1.6 1.0
H 1.0598 -0.4234 -1.6910 -0.5 -1.6 -2.4
H 1.4573 2.1059 2.5692 -0.6 -1.4 -1.7
H -3.7986 -0.0535 -0.5083 -0.2 -0.1 0.0
H -1.8402 -1.1343 -2.7658 0.6 -0.1 -2.4
```
Positions in Å, forces in eV/Å.

For the strongest force on any atom, the calculation gives 4.18 eV/Å. As for the LUMO energy (spin up / spin down): 0.0 / 0.0 eV. Its charge is 0. The value obtained for the energy above the lowest of the compared OMol25 structures with the same formula, charge and spin is 65.8 kcal per mole. The calculation puts the energy at -24473.21057 eV. The HOMO energy (spin up / spin down) is -0.3118 / -0.3117 hartree.

(2)
Here is one molecule with the formula C10H7BrCl2O in a non-equilibrium geometry from OMol25. Energies are from ωB97M-V with the def2-TZVPD basis set.

```
21
Properties=species:S:1:pos:R:3:forces:R:3
C -1.5441 -0.3378 -1.1027 0.0 0.0 -0.1
C -1.4295 -1.6943 -1.3512 0.0 0.0 0.0
C -0.5319 0.3340 -0.4413 0.0 -0.1 0.1
C -0.2932 -2.3684 -0.9437 0.1 0.0 0.1
C 0.5959 -0.3299 0.0318 -0.1 -0.2 0.1
C 0.6967 -1.6922 -0.2527 0.0 -0.1 0.0
C 2.3938 2.3597 0.1753 0.1 0.3 -0.1
C 1.4910 1.8055 1.2517 -0.4 0.0 0.3
C 1.6852 0.3586 0.7714 1.6 0.7 -1.2
C 2.8752 0.9733 -0.2793 -1.0 -1.3 1.0
O 2.6475 3.4521 -0.2171 0.0 0.0 -0.1
Cl 4.5127 0.6485 0.2957 0.0 0.1 0.1
Cl 2.6953 0.5638 -1.9711 0.0 0.2 0.0
Br 2.2227 -2.6933 0.2969 -0.1 0.1 -0.1
H -2.4202 0.2025 -1.4246 -0.1 0.1 -0.1
H -2.2101 -2.2333 -1.8668 -0.1 0.0 -0.1
H -0.6248 1.3982 -0.2940 0.0 0.1 0.1
H -0.1717 -3.4168 -1.1626 0.0 -0.1 0.0
H 1.9066 1.9830 2.2430 0.0 0.0 0.0
H 0.4775 2.1997 1.2383 0.0 0.1 0.0
H 2.1446 -0.3016 1.5040 0.0 0.1 -0.1
```
Positions in Å, forces in eV/Å.

For the strongest force on any atom, the calculation gives 2.08 eV/Å. As for the LUMO energy: 0.2 eV. Its charge is 0. The value obtained for the energy above the lowest of the compared OMol25 structures with the same formula, charge and spin is 0.0 kcal per mole. The calculation puts the energy at -107617.74345 eV. The HOMO energy is -0.3427 hartree.

(3)
Here is a 5-piece molecular cluster, C10H7Cl16F3NO4S2 overall in a non-equilibrium geometry from OMol25. Energies are from ωB97M-V with the def2-TZVPD basis set.

```
43
Properties=species:S:1:pos:R:3:forces:R:3
C -1.2123 -2.6426 1.7432 -0.3 7.1 0.1
C -1.0493 -1.3276 1.7844 -1.3 -5.8 0.0
C -0.8638 0.2845 1.6322 -0.2 -1.6 -0.7
C -1.1936 0.6526 0.0762 0.3 0.0 0.3
C -2.7963 0.7847 -0.2203 1.2 1.4 0.9
S -3.4345 -0.5336 -1.3662 1.3 -2.7 -5.1
O -3.4322 0.0997 -2.7725 -0.4 -0.7 4.1
O -2.5247 -1.7657 -1.4503 -2.2 3.4 1.6
N -5.0622 -1.0275 -1.0706 1.3 1.7 3.5
S -5.3993 -1.2025 0.6015 0.5 -8.2 -0.7
O -4.2718 -1.8369 1.4153 -2.3 3.5 -1.9
O -6.5816 -2.1806 0.7091 2.5 4.1 -0.7
C -5.9680 0.3730 1.4465 -1.8 2.5 1.9
F -5.1750 0.6691 2.6381 -2.1 -0.5 -3.5
F -5.9811 1.5185 0.5626 0.2 -3.0 2.7
F -7.3108 0.1774 1.9172 3.6 0.9 -1.2
H -1.6415 -3.7022 1.5607 1.1 2.5 0.5
H -1.6078 0.8759 2.2821 1.3 -1.2 -0.7
H 0.2377 0.5530 1.9060 -2.0 -0.5 -0.5
H -0.7106 1.6923 -0.1402 -0.8 -1.9 0.3
H -0.7045 -0.1670 -0.5774 -1.0 1.5 0.9
H -2.9422 1.8061 -0.7671 -0.1 -2.1 0.8
H -3.3433 0.8490 0.7894 0.6 -0.4 -1.6
C 0.5249 3.4521 -3.0308 -0.3 -0.2 0.0
Cl -0.9560 2.4697 -3.0662 0.4 0.2 0.0
Cl 1.3273 3.2628 -1.4538 -0.1 0.1 -0.3
Cl 1.6239 2.9137 -4.3212 -0.1 0.1 0.2
Cl 0.1087 5.1633 -3.2820 0.1 -0.2 0.0
C 1.9865 -2.2253 -1.2687 -0.2 -0.5 0.1
Cl 1.3735 -3.0758 -2.7053 0.1 0.2 0.2
Cl 2.0753 -0.4815 -1.6085 -0.1 -0.2 0.0
Cl 0.8884 -2.5091 0.1030 0.7 0.4 -0.9
Cl 3.6109 -2.8336 -0.8659 -0.5 0.3 -0.2
C 5.3047 2.9724 0.2483 -0.1 -0.1 -0.1
Cl 5.4291 4.4766 -0.6921 0.0 -0.3 0.2
Cl 4.3958 1.7636 -0.6847 0.3 0.2 0.3
Cl 6.9360 2.3522 0.5928 -0.2 0.1 0.0
Cl 4.4593 3.2983 1.7783 0.2 -0.1 -0.3
C 6.7761 -2.9898 1.5115 -0.1 0.1 0.0
Cl 6.1652 -3.8440 0.0771 0.6 -0.1 0.4
Cl 6.8608 -1.2467 1.1711 0.0 -0.3 0.0
Cl 5.6793 -3.2735 2.8815 0.2 0.1 -0.3
Cl 8.3991 -3.5950 1.9158 -0.2 0.1 -0.1
```
Positions in Å, forces in eV/Å.

For the strongest force on any atom, the calculation gives 8.26 eV/Å. As for the LUMO energy: 1.4 eV. Its charge is -1. The calculation puts the energy at -250338.58347 eV. The HOMO energy is -0.2314 hartree.

(4)
Here is C10H7Cl5KN3O as an isolated structure in a non-equilibrium geometry from OMol25. Energies are from ωB97M-V with the def2-TZVPD basis set.

```
27
Properties=species:S:1:pos:R:3:forces:R:3
K 0.5012 -0.7389 -0.5684 0.9 -0.1 0.0
Cl 1.8942 1.5558 -3.7495 0.0 0.4 0.0
C 1.5904 -0.1594 -3.8890 0.0 -0.5 0.1
C 1.7456 -0.9304 -2.7460 0.3 -0.2 -1.1
C 1.4495 -2.2698 -2.9337 0.0 0.6 -0.6
Cl 1.5586 -3.3236 -1.5352 0.1 -0.6 0.4
C 1.0364 -2.8382 -4.1383 0.0 -0.1 0.0
Cl 0.6514 -4.5195 -4.2710 0.0 0.0 0.0
C 0.9278 -2.0171 -5.2571 0.0 0.0 0.1
Cl 0.4551 -2.6751 -6.7791 0.0 0.0 0.0
C 1.2049 -0.6556 -5.1328 0.0 0.1 0.0
Cl 1.0598 0.3719 -6.5155 0.0 0.0 0.0
C -1.5327 2.2213 4.4779 0.1 0.1 -0.1
N -1.2236 1.3009 3.4068 0.0 0.0 0.1
C -2.1680 0.9433 2.3675 0.0 -0.1 -0.1
C -1.2631 0.1721 1.3984 -0.3 0.3 0.4
O -1.6145 -0.3459 0.3564 -1.3 0.3 0.6
N 0.0086 0.1798 1.8879 0.4 0.0 0.1
C -0.0080 0.8687 3.0215 -0.3 0.0 -0.1
N 1.1100 1.1112 3.7105 -0.1 0.0 0.0
H -2.5507 2.0409 4.8156 0.0 0.0 0.0
H -1.4493 3.2619 4.1527 0.0 0.0 0.0
H -0.8675 2.0613 5.3252 0.0 0.0 0.0
H -2.6043 1.8182 1.8807 0.0 0.0 0.0
H -2.9709 0.3045 2.7393 0.0 0.0 0.0
H 1.9553 0.6805 3.3802 0.0 0.0 0.0
H 1.1038 1.5813 4.5951 0.0 0.0 0.0
```
Positions in Å, forces in eV/Å.

For the strongest force on any atom, the calculation gives 1.47 eV/Å. As for the LUMO energy: -0.4 eV. Its charge is 0. The value obtained for the energy above the lowest of the compared OMol25 structures with the same formula, charge and spin is 16.3 kcal per mole. The calculation puts the energy at -95938.90213 eV. The HOMO energy is -0.2716 hartree.

(5)
Here is one molecule with the formula C10H7ClO3 in a non-equilibrium geometry from OMol25. Energies are from ωB97M-V with the def2-TZVPD basis set.

```
21
Properties=species:S:1:pos:R:3:forces:R:3
C -1.0801 0.4800 1.0865 -2.1 0.6 -2.5
C -1.8424 0.6887 0.0825 1.1 0.1 4.3
C 0.1746 -0.0570 1.1465 0.7 1.1 1.6
C -1.5308 0.5379 -1.2139 3.5 -2.2 0.3
C 0.6492 -0.2742 -0.1439 -0.4 -0.8 -1.9
C -0.1925 -0.1182 -1.2627 -1.7 1.6 -0.3
C 1.0392 -0.3116 2.3426 -1.7 -2.3 -2.6
C 2.2197 -1.1622 1.9740 0.9 1.0 -2.6
C 2.8811 -0.6673 0.5770 -3.1 -1.0 2.2
C -3.4685 1.3697 -2.0846 -1.7 0.0 1.4
O 0.6550 -0.1480 3.4530 0.0 0.8 1.8
O 1.8679 -0.8013 -0.4284 0.3 0.6 0.1
O -2.2136 0.7382 -2.2908 -0.9 -0.2 -1.8
Cl 0.3566 -0.5144 -2.8294 0.4 -0.2 -0.4
H 2.8777 -0.9204 2.7367 1.8 -0.3 1.6
H 2.0802 -2.2636 1.8239 -0.5 1.1 0.6
H 3.3545 0.2931 0.5960 0.0 0.7 0.0
H 3.5401 -1.4371 0.3753 1.8 -1.1 -0.8
H -4.1365 1.3804 -3.0241 1.6 0.0 1.4
H -3.1771 2.3740 -1.6981 -1.0 -0.4 -0.5
H -4.0542 0.8133 -1.2182 1.1 1.0 -1.8
```
Positions in Å, forces in eV/Å.

For the strongest force on any atom, the calculation gives 4.46 eV/Å. As for the LUMO energy: -0.5 eV. Its charge is 0. The value obtained for the energy above the lowest of the compared OMol25 structures with the same formula, charge and spin is 120.6 kcal per mole. The calculation puts the energy at -29143.07995 eV. The HOMO energy is -0.3197 hartree.

(6)
Here is C10H7ClS as an isolated structure in a non-equilibrium geometry from OMol25. Energies are from ωB97M-V with the def2-TZVPD basis set.

```
19
Properties=species:S:1:pos:R:3:forces:R:3
C -0.7887 2.1330 -0.2952 -0.8 -0.1 -0.3
C 0.0378 2.4176 0.8449 -0.5 1.0 0.1
C -0.9767 0.8238 -0.5517 -1.6 0.3 -1.3
C 0.3955 1.3745 1.6143 0.7 2.7 0.9
C -0.4646 -0.3157 0.1273 0.8 -1.2 0.3
C 0.0790 -0.0024 1.4635 0.2 0.6 0.0
C -0.5596 -1.4579 -0.6396 -0.4 -1.1 -0.3
C 0.1133 -2.6871 -0.6129 4.0 -3.3 4.4
C 0.8711 -3.5868 -0.0888 -1.7 1.9 -2.3
C 0.1818 -0.6214 2.6667 0.4 -3.0 1.1
S 0.2774 -2.3235 3.1208 0.3 -0.6 -3.6
Cl 0.3641 0.1576 4.2559 -0.1 0.4 -0.8
H -1.3528 2.9007 -0.8811 0.9 -0.7 0.5
H 0.1887 3.4778 1.1735 0.2 -1.2 -0.4
H -1.5953 0.4420 -1.3621 0.0 0.9 -0.3
H 0.9232 1.6479 2.5240 0.0 -0.1 -0.3
H -1.2570 -1.5337 -1.4685 -0.1 1.0 -0.1
H 0.6629 -2.8994 1.6288 -1.0 0.9 2.5
H 1.6143 -4.4263 0.0304 -1.3 1.4 -0.3
```
Positions in Å, forces in eV/Å.

For the strongest force on any atom, the calculation gives 6.78 eV/Å. As for the LUMO energy: -1.1 eV. Its charge is 0. The value obtained for the energy above the lowest of the compared OMol25 structures with the same formula, charge and spin is 101.1 kcal per mole. The calculation puts the energy at -33835.24502 eV. The HOMO energy is -0.2720 hartree.

Question: Which value of energy does entry 5 give?
Answer: -29143.07995 eV